[1]
Below is a structure of composition C45H41N3O7P2S2Ti, with properties calculated with wB97M-V/def2-TZVPD.

Geometry as XYZ:
```
101
Properties=species:S:1:pos:R:3
Ti -1.0064 -0.2921 -0.5385
S 0.5406 -2.2958 0.2021
S -2.8032 0.7746 2.8368
P 0.4922 -1.0233 1.7397
P -1.0401 1.3889 2.2122
O -2.0132 -4.9830 -3.2063
O -1.4678 -1.4483 -2.1712
O -0.2528 2.1977 -3.5020
O -2.4522 -1.0521 0.3464
O -4.6845 -1.1394 0.6102
O 0.1131 -2.6725 -3.2053
O -0.1001 0.8943 -1.6900
N -2.4205 0.9082 -1.0791
N 4.3866 -0.2819 -3.3923
N 2.2253 -0.3956 -2.1801
C -0.4559 1.4531 4.9761
C -0.7646 1.6214 -2.5390
C 4.8645 -0.9944 3.2768
C -0.1118 1.9384 3.7208
C 2.9248 -2.2044 2.5272
C 4.2399 -1.6484 -2.7974
C -1.5691 -2.4673 2.9514
C -0.6567 3.4132 0.2573
C 2.9034 -1.6639 -2.0049
C 0.2380 1.8639 6.1058
C 1.6129 3.2812 4.7413
C -1.2647 3.0446 1.4494
C 2.2246 -1.0078 2.3869
C -2.2777 -2.9680 4.0303
C -3.6877 0.5526 -0.7654
C -1.6239 5.6090 0.4392
C 4.1730 0.1992 3.1329
C 1.2695 2.7841 5.9919
C -4.5507 1.9303 -2.5179
C 0.0554 0.5445 1.1283
C -1.0435 -2.2837 -3.0263
C -3.6724 -0.6277 0.1846
C -3.2491 2.1873 -2.9228
C -2.0493 3.9669 2.1394
C -2.2213 5.2473 1.6410
C -0.3685 -1.7931 3.1616
C 4.2381 -2.1968 2.9687
C -2.1013 -2.7545 -4.0116
C -0.5922 -2.1442 5.5315
C 2.9838 0.6924 -1.6179
C 0.1168 -1.6307 4.4566
C -1.7921 -2.8059 5.3204
C 0.9297 2.8580 3.6122
C -3.4354 -4.4605 -5.0678
C -4.7695 1.0623 -1.4314
C -0.8470 4.6921 -0.2520
C 4.3734 0.7640 -2.3184
C 2.8613 0.1914 2.6743
C 1.9418 -0.1629 -3.5838
C -3.5578 -2.1979 -5.8603
C -2.5155 -4.0805 -4.0949
C -2.1979 1.6582 -2.1968
C 3.2750 -0.0330 -4.3639
C -3.9483 -3.5236 -5.9521
C -2.6377 -1.8243 -4.8905
H 2.2252 -2.4431 -2.3490
H 3.0771 -1.8198 -0.9410
H 4.7800 -3.1292 3.0770
H -2.3597 -3.1761 6.1659
H -3.9725 -1.4543 -6.5286
H 5.1897 0.5526 -1.6272
H 4.2478 -2.3675 -3.6169
H -0.0260 2.6951 -0.2510
H 1.0421 -1.0929 4.6194
H -3.7574 -5.4960 -5.1259
H 5.1000 -1.8372 -2.1537
H 2.4151 1.6098 -1.7692
H 3.3511 -0.7640 -5.1692
H 1.3532 -1.0071 -3.9362
H 5.8915 -0.9916 3.6227
H 4.6549 1.1374 3.3819
H 2.4304 -3.1353 2.2747
H -2.3184 -0.7925 -4.8007
H 4.5488 1.7311 -2.7902
H 3.0965 0.5332 -0.5436
H -2.4614 -5.8239 -3.3287
H -1.2951 0.7732 5.0518
H 1.7985 3.1251 6.8740
H -3.2211 -3.4726 3.8661
H -4.6493 -3.8388 -6.7149
H 1.1859 3.2571 2.6365
H -0.2160 -2.0111 6.5392
H -0.3834 4.9741 -1.1903
H 2.4127 4.0077 4.6538
H 2.3087 1.1118 2.5419
H -2.5209 3.6620 3.0658
H -5.3897 2.3405 -3.0633
H -2.8188 5.9667 2.1885
H -3.0236 2.7678 -3.8077
H -5.7625 0.7526 -1.1375
H 5.2718 -0.2303 -3.8870
H -1.9541 -2.5697 1.9470
H 3.4131 0.9655 -4.7807
H 1.3508 0.7445 -3.6925
H -0.0359 1.4744 7.0795
H -1.7602 6.6097 0.0459
```

As for the charge: -1. The max |F| is 3.3 eV/Å. The calculation puts the energy above the lowest of the compared OMol25 structures with the same formula, charge and spin at 31.31 kcal per mole. The spin multiplicity is 2. For the LUMO energy (spin up / spin down), the calculation gives 1.14 / 1.14 eV. The HOMO energy (spin up / spin down) is -2.96 / -4.28 eV.

=====

[2]
Below is the molecule C9H10FNS, with properties calculated with wB97M-V/def2-TZVPD.

Geometry as XYZ:
```
22
Properties=species:S:1:pos:R:3
S 2.6913 -2.2432 -0.2094
F -1.2540 0.1210 -1.2913
N 0.3202 -0.9958 0.9063
C -3.2787 -0.5880 -0.3537
C 1.1856 -0.0905 0.3586
C -1.7954 -0.4391 -0.1908
C 1.8937 2.2023 0.2479
C 0.8675 1.2750 0.3390
C -1.1090 -0.9114 0.8216
C 3.3547 0.5533 -0.4076
C 2.4139 -0.4149 -0.1623
C 3.1383 1.9012 -0.2504
H 4.2189 0.2831 -0.9191
H 3.8962 2.6669 -0.2256
H -0.0282 1.5583 0.8327
H -3.9678 -0.7509 0.4723
H 1.6060 3.2003 0.1865
H -1.5663 -1.3690 1.6388
H 3.6371 -2.4017 0.6543
H -3.5613 -1.5503 -1.0285
H -3.4447 0.3495 -0.9694
H 0.5467 -1.9892 0.8546
```

As for the charge: 0. The max |F| is 3.1 eV/Å. The calculation puts the energy above the lowest of the compared OMol25 structures with the same formula, charge and spin at 0.00 kcal per mole. As for the SMILES: C/C(F)=C/Nc1ccccc1S. For the LUMO energy, the calculation gives 0.73 eV. The HOMO energy is -7.84 eV.

=====

[3]
Below is a structure of composition C24H23EuOSe, with properties calculated with wB97M-V/def2-TZVPD.

Geometry as XYZ:
```
50
Properties=species:S:1:pos:R:3
Eu -0.0567 0.6866 0.1859
Se 4.8458 -2.1067 0.1943
O -1.7625 2.1910 -0.4206
C 3.8056 -5.8576 1.5025
C 4.0465 -5.9950 -0.9106
C -5.7317 5.1930 -0.6773
C -2.2900 3.6305 -0.7225
C -5.9196 2.8990 -1.4247
C 0.7616 -1.7750 1.4524
C 1.8238 1.7643 1.9794
C -0.6088 -1.5945 1.7916
C -0.4715 -1.9924 -0.4866
C 2.0979 2.4100 -0.2328
C -3.7455 3.7780 -0.7851
C 4.4121 -3.8683 0.2281
C 3.7847 -6.6212 0.3219
C -1.5712 2.8103 -1.7510
C 2.6275 1.0909 -0.0837
C 2.5021 0.7229 1.2824
C -4.5502 2.7091 -1.2303
C 1.6001 2.8281 1.0471
C 4.1152 -4.5051 1.4669
C -1.3801 -1.7583 0.5966
C -4.3702 5.0115 -0.4583
C 4.3600 -4.6428 -0.9639
C 0.8562 -1.9864 0.0475
C -6.5158 4.1415 -1.1724
H 4.0067 -6.5768 -1.8300
H 1.5593 1.7520 3.0422
H -6.1890 6.1584 -0.4574
H -6.5230 2.0608 -1.7713
H -0.7328 -2.1862 -1.5263
H 3.0687 0.4649 -0.8597
H -2.4728 -1.7273 0.5371
H 3.5656 -7.6902 0.3648
H 4.5624 -4.1515 -1.9117
H -1.7145 4.4037 -0.2009
H -3.7494 5.8157 -0.0529
H -4.0895 1.7346 -1.4228
H 2.1082 2.9989 -1.1493
H 3.5823 -6.3255 2.4640
H -0.5343 3.0831 -1.9724
H 2.9184 -0.1861 1.7182
H -7.5850 4.2796 -1.3275
H -2.1774 2.3563 -2.5379
H 4.1328 -3.9048 2.3746
H 1.7954 -2.1535 -0.4853
H 1.6034 -1.7963 2.1451
H -0.9860 -1.3838 2.7979
H 1.1853 3.8103 1.2847
```

As for the charge: -1. The max |F| is 3.7 eV/Å. The calculation puts the energy above the lowest of the compared OMol25 structures with the same formula, charge and spin at 0.00 kcal per mole. The spin multiplicity is 8. For the LUMO energy (spin up / spin down), the calculation gives 1.67 / 1.67 eV. The HOMO energy (spin up / spin down) is -2.44 / -2.44 eV.